ORCA calculation (ωB97M-V with the def2-TZVPD basis set) on a molecular structure, C18H35N2O9.

```
! RIJCOSX wB97M-V def2-TZVPD def2/J DEFGRID3
* xyz -1 1
O 24.5463 -4.3338 0.2653
H 24.1438 -5.1641 0.5300
H 23.9266 -3.6062 0.3558
H 24.8599 -4.4134 -0.6386
C 25.9033 -2.6303 -3.0557
C 25.3917 -3.3214 -1.9282
C 24.0112 -4.1493 -2.0879
O 23.5160 -4.6798 -1.1335
C 23.2673 -3.9721 -3.3428
C 23.8212 -3.2702 -4.3527
C 25.2312 -2.5872 -4.2395
O 25.9261 -2.0749 -5.1988
O 22.9475 -3.0224 -5.3186
O 25.8803 -3.0946 -0.8316
H 26.8798 -2.1874 -2.9268
H 22.3289 -4.4736 -3.5282
C 21.2436 0.1445 -1.9794
O 21.5535 -0.7423 -0.8740
C 21.7523 -2.1021 -1.1786
C 21.8284 -2.8738 0.1221
N 23.1575 -2.9553 0.6183
C 23.1664 -3.2995 2.0602
C 24.4884 -2.8701 2.7348
O 24.8018 -1.4991 2.3570
C 26.1545 -1.2600 2.0832
H 20.9543 1.1046 -1.5520
H 20.4251 -0.3265 -2.5237
H 22.1465 0.2173 -2.5857
H 22.6963 -2.0276 -1.7183
H 20.9940 -2.4781 -1.8655
H 21.4883 -3.9015 -0.0054
H 21.2174 -2.3189 0.8340
H 23.5648 -2.0311 0.6055
H 23.0190 -4.3769 2.1346
H 22.3358 -2.8378 2.5941
H 25.2115 -3.6180 2.4094
H 24.3449 -2.9908 3.8086
H 26.2363 -0.2384 1.7119
H 26.5251 -1.9028 1.2848
H 26.6118 -1.4689 3.0503
C 19.1512 -5.1559 1.1104
O 20.1318 -5.8257 0.3785
C 21.4679 -5.6893 0.8480
C 22.4857 -6.6094 0.1142
N 23.8113 -6.3057 0.6759
C 24.6812 -7.0938 -0.2190
C 26.1607 -7.0361 0.0121
O 26.6235 -5.7184 -0.3530
C 28.0562 -5.7471 -0.4335
H 19.1137 -5.4684 2.1540
H 18.1925 -5.3990 0.6522
H 19.3276 -4.0925 0.9482
H 21.3912 -5.8447 1.9241
H 21.6944 -4.6254 0.7784
H 22.3909 -6.6471 -0.9710
H 22.3131 -7.6700 0.2971
H 23.9490 -6.8195 1.5345
H 24.5640 -6.7506 -1.2469
H 24.3897 -8.1439 -0.1993
H 26.5461 -7.7720 -0.6936
H 26.5187 -7.3845 0.9809
H 28.4749 -6.0156 0.5364
H 28.4850 -4.7575 -0.5914
H 28.4501 -6.4052 -1.2081
*
```

Calculated values
HOMO = -3.052 eV
Energy above the lowest of the compared OMol25 structures with the same formula, charge and spin = 12.2628 eV
Molar mass = 423.48 g/mol
Lowest unoccupied orbital energy = 2.202 eV
Max |F| = 16.1 eV Å⁻¹

---

ORCA calculation (ωB97M-V with the def2-TZVPD basis set) on a molecular structure, C18H36Br12O22S6.

```
! RIJCOSX wB97M-V def2-TZVPD def2/J DEFGRID3
* xyz 1 2
O -3.4687 -4.1831 -0.7560
S -2.7422 -3.7927 -1.9780
O -2.6607 -4.6612 -3.1698
O -3.2953 -2.2477 -2.4803
C -4.6878 -1.9731 -2.5774
C -4.9926 -0.6532 -3.3127
C -1.0079 -3.1629 -1.5562
H -5.1509 -1.8716 -1.5960
H -5.1546 -2.7947 -3.1208
H -6.0626 -0.5176 -3.1551
H -4.9063 -0.8865 -4.3740
H -4.5163 0.2607 -2.9579
H -0.5885 -2.5790 -2.3755
H -0.3432 -4.0180 -1.4337
H -1.1403 -2.4882 -0.7103
O -2.5082 -0.7869 1.0818
S -2.4147 -1.8956 2.0240
O -1.3652 -2.9661 1.9429
O -2.2247 -1.2464 3.5354
C -2.5203 0.1554 3.6985
C -2.2626 0.6415 5.0991
C -4.1431 -2.6834 2.1096
H -3.5946 0.3298 3.6376
H -1.9531 0.8218 3.0487
H -1.1826 0.6599 5.2449
H -2.7454 0.1030 5.9146
H -2.6701 1.6426 5.2401
H -4.2998 -3.4916 1.3951
H -4.8449 -1.8495 2.0994
H -4.1710 -3.1240 3.1061
C 2.2143 2.5906 3.8345
Br 3.9633 1.6574 3.8652
Br 2.3479 4.1423 2.6940
Br 2.0350 3.2477 5.6898
H 1.3487 1.9912 3.5523
C 0.8563 -0.2846 -4.9356
Br 1.1687 1.3850 -5.9648
Br -1.1033 -0.4815 -4.4874
Br 1.9167 -0.3169 -3.2376
H 1.1877 -1.2042 -5.4179
C -3.9615 3.9659 -1.3326
Br -2.4568 4.7941 -0.2116
Br -3.2758 2.7022 -2.6278
Br -4.8677 5.5442 -2.1401
H -4.7010 3.5209 -0.6669
C 3.0795 -4.2766 -0.5070
Br 5.0196 -4.7597 -0.6072
Br 1.9086 -5.7634 0.1405
Br 2.5397 -3.8779 -2.3710
H 2.8530 -3.4170 0.1239
C 5.3219 0.4863 -0.5364
C 5.7696 -0.9825 -0.1486
O 6.5676 -1.3189 -1.1920
S 6.0037 -0.7688 -2.6829
O 5.1314 -1.7925 -3.2606
O 7.0631 -0.2281 -3.4917
O 5.1614 0.4511 -1.9407
H 6.1398 1.1801 -0.3419
H 4.5164 0.7575 0.1460
H 4.9079 -1.6389 -0.0272
H 6.3626 -1.0113 0.7655
C -0.1093 1.3345 -1.0020
C 0.7794 2.1903 -0.0811
O 1.7421 1.3471 0.4005
S 1.1917 -0.1296 0.7653
O 0.4990 -0.2060 2.0749
O 2.1630 -1.1756 0.4526
O 0.0995 0.0138 -0.4846
H 0.2372 1.4925 -2.0233
H -1.1415 1.6709 -1.0994
H 0.3964 2.5359 0.8791
H 1.0564 3.1992 -0.3869
C 0.1171 -3.3716 4.6695
C 1.3367 -3.4259 3.7602
O 2.4407 -3.2097 4.5798
S 2.1783 -2.1838 5.8230
O 2.6145 -0.8227 5.4882
O 2.8456 -2.8861 6.9533
O 0.5180 -2.4113 5.6915
H -0.0908 -4.3331 5.1390
H -0.8267 -3.0843 4.2060
H 1.3575 -2.5225 3.1506
H 1.4794 -4.3088 3.1370
C -0.9005 6.4918 -2.9150
C -1.2145 5.5553 -4.1269
O 0.0502 5.1345 -4.5169
S 1.2565 5.2417 -3.4178
O 2.1282 6.3352 -3.8183
O 1.8230 3.9575 -2.9815
O 0.2438 5.8586 -2.2894
H -1.7226 6.4196 -2.2029
H -0.4947 7.4785 -3.1383
H -1.6069 6.1027 -4.9839
H -1.8468 4.6753 -4.0084
*
```

Calculated values
HOMO (alpha / beta) = -11.707 / -11.707 eV
Energy above the lowest of the compared OMol25 structures with the same formula, charge and spin = 0.0000 eV
Molar mass = 1755.71 g/mol
Lowest unoccupied orbital energy (alpha / beta) = -5.110 / -9.861 eV
Max |F| = 4.8 eV Å⁻¹

---

ORCA calculation (ωB97M-V with the def2-TZVPD basis set) on a molecular structure, C18H36CsN2O2.

```
! RIJCOSX wB97M-V def2-TZVPD def2/J DEFGRID3
* xyz -1 1
Cs 21.6049 2.5948 6.5896
C 26.7356 -0.2881 11.3318
C 27.7063 -0.0869 10.1272
C 29.0867 -0.0104 10.8205
C 29.7280 -1.3209 11.1747
C 29.7848 -2.2216 9.9107
C 28.3722 -2.4653 9.3254
N 27.6895 -1.1669 9.0817
O 26.4774 -1.2648 8.3855
C 27.6791 -3.5732 10.2812
C 28.6527 -3.2357 7.9584
C 27.5173 1.3283 9.4649
H 25.6749 -0.1541 11.1194
H 26.9917 0.4003 12.1372
H 26.5782 -1.2994 11.7069
H 29.1070 0.5398 11.7612
H 29.8059 0.6157 10.2925
H 29.0911 -1.9006 11.8428
H 30.7111 -1.1498 11.6133
H 30.3246 -3.1616 10.0260
H 30.3080 -1.6143 9.1721
H 28.2173 -4.4969 10.4940
H 26.6692 -3.8056 9.9433
H 27.4734 -3.3193 11.3211
H 27.7158 -3.5990 7.5363
H 29.2911 -4.0832 8.2082
H 29.3044 -2.7047 7.2645
H 26.5592 1.4815 8.9683
H 28.3785 1.6138 8.8609
H 27.5074 2.1563 10.1737
C 17.1266 -0.4050 4.1677
C 16.6880 0.1648 2.8034
C 15.2888 0.9335 3.0324
C 15.4011 2.4359 3.3295
C 16.0954 3.1050 2.1331
C 17.2504 2.2852 1.3390
N 17.7207 1.2017 2.3163
O 19.1018 0.6306 2.0582
C 18.2568 3.2725 0.8597
C 16.5733 1.6432 0.1043
C 16.5136 -1.0947 1.7539
H 18.1676 -0.7164 4.2535
H 16.6399 -1.2507 4.6536
H 17.1401 0.4547 4.8376
H 14.8783 0.6875 4.0117
H 14.5844 0.6233 2.2606
H 15.9836 2.6443 4.2269
H 14.4239 2.8729 3.5349
H 16.5566 4.0231 2.4972
H 15.3355 3.3956 1.4078
H 18.5475 3.8770 1.7189
H 17.9625 3.9106 0.0265
H 19.0610 2.7672 0.3249
H 15.7846 0.9872 0.4726
H 17.2767 1.1446 -0.5627
H 16.1154 2.4385 -0.4838
H 17.0888 -0.9191 0.8448
H 15.4433 -1.2033 1.5788
H 16.6522 -2.1332 2.0546
*
```

Calculated values
HOMO = -1.939 eV
Molar mass = 445.40 g/mol
Lowest unoccupied orbital energy = 0.082 eV
Max |F| = 3.5 eV Å⁻¹

---

ORCA calculation (ωB97M-V with the def2-TZVPD basis set) on a gas-phase ion, C18H36N (charge +1).

```
! RIJCOSX wB97M-V def2-TZVPD def2/J DEFGRID3
* xyz 1 1
C -0.4134 -0.2644 -3.3458
C 0.7750 -0.1036 -2.5527
C 1.7696 0.0219 -1.8914
C 3.0235 0.1461 -1.1732
N 2.8675 0.7867 0.1702
C 2.2767 2.1266 -0.0117
C 4.1920 0.9368 0.7954
C 1.9538 -0.0079 1.0467
C 2.3368 -1.4774 1.2797
C 1.4381 -2.4487 0.5052
C 0.0296 -2.5143 1.0986
C -0.9875 -3.1270 0.1325
C -2.4356 -2.7803 0.5041
C -2.9867 -1.5497 -0.2229
C -2.2010 -0.2641 0.0294
C -2.8654 0.9515 -0.6154
C -1.9702 2.1927 -0.6198
C -1.5531 2.6927 0.7654
C -2.7333 3.1416 1.6182
H -0.1352 -0.6166 -4.3381
H -0.9349 0.6865 -3.4432
H -1.0806 -0.9925 -2.8872
H 3.7142 0.7584 -1.7614
H 3.4670 -0.8437 -1.0411
H 2.1337 2.6112 0.9520
H 2.9323 2.7449 -0.6227
H 1.3128 2.0418 -0.5120
H 4.6720 -0.0300 0.9284
H 4.0897 1.4097 1.7707
H 4.8332 1.5580 0.1720
H 1.8997 0.5222 1.9991
H 0.9666 0.0277 0.5809
H 2.2387 -1.6968 2.3436
H 3.3792 -1.6633 1.0218
H 1.3758 -2.1408 -0.5406
H 1.8852 -3.4428 0.5271
H 0.0504 -3.0999 2.0188
H -0.2988 -1.5118 1.3693
H -0.8575 -4.2097 0.1266
H -0.7859 -2.7768 -0.8826
H -3.0809 -3.6237 0.2546
H -2.5052 -2.6290 1.5829
H -3.0089 -1.7526 -1.2968
H -4.0192 -1.3968 0.0972
H -1.1931 -0.3670 -0.3817
H -2.1234 -0.1052 1.1066
H -3.1192 0.7108 -1.6505
H -3.7996 1.1729 -0.1004
H -1.0673 1.9736 -1.2014
H -2.4984 2.9993 -1.1318
H -1.0026 1.9101 1.2945
H -0.8747 3.5405 0.6313
H -3.3202 3.8882 1.0896
H -3.3803 2.3042 1.8631
H -2.3813 3.5799 2.5490
*
```

Calculated values
HOMO = -13.201 eV
Energy above the lowest of the compared OMol25 structures with the same formula, charge and spin = 0.0191 eV
Molar mass = 266.49 g/mol
Lowest unoccupied orbital energy = -2.343 eV
Max |F| = 1.0 eV Å⁻¹

---

ORCA calculation (ωB97M-V with the def2-TZVPD basis set) on a molecular structure, C18H36N2O2Rb.

```
! RIJCOSX wB97M-V def2-TZVPD def2/J DEFGRID3
* xyz 0 2
Rb -2.3150 11.3223 7.2093
C -5.9373 7.8955 5.7017
C -4.4730 8.2094 6.1074
C -3.6821 6.8610 6.0920
C -2.9772 6.4568 4.7915
C -2.1878 7.6090 4.2549
C -2.9974 8.9108 3.9731
N -3.7337 9.2115 5.2684
O -4.3121 10.6231 5.2949
C -4.1239 8.6828 2.9154
C -1.9105 9.9601 3.5974
C -4.2606 8.5108 7.6200
H -6.4547 8.7735 5.3148
H -6.5097 7.5872 6.5765
H -6.0807 7.0511 5.0275
H -4.3490 6.0068 6.2100
H -2.9121 6.6478 6.8335
H -3.6836 6.2010 4.0018
H -2.3687 5.5570 4.8816
H -1.8674 7.2496 3.2769
H -1.4110 7.8369 4.9848
H -4.3813 9.6605 2.5079
H -5.0132 8.1968 3.3167
H -3.8698 8.0486 2.0662
H -2.3583 10.9488 3.4971
H -1.4492 9.6780 2.6510
H -1.2207 10.1878 4.4100
H -3.1978 8.6941 7.7777
H -4.6182 7.7465 8.3099
H -4.7802 9.4452 7.8323
C 0.3402 12.5590 9.3159
C 0.7018 11.1476 9.8837
C 1.2856 11.4421 11.3278
C 0.3195 11.7072 12.4865
C -0.7453 10.5851 12.5383
C -1.5968 10.4434 11.1668
N -0.4990 10.2474 10.0882
O -0.8106 9.5700 8.8799
C -2.4236 11.7425 10.8825
C -2.5725 9.2411 11.2903
C 1.8788 10.4380 9.0823
H -0.2924 12.5144 8.4294
H 1.2334 13.1793 9.2417
H -0.3744 12.9520 10.0390
H 1.8124 12.3950 11.2768
H 2.1375 10.7909 11.5240
H -0.2494 12.6217 12.3190
H 0.9117 11.8996 13.3812
H -1.4883 10.9152 13.2643
H -0.2955 9.6356 12.8288
H -3.4634 11.4725 11.0670
H -2.4132 12.0821 9.8468
H -2.1400 12.5478 11.5601
H -2.1433 8.2411 11.3515
H -3.3119 9.3872 10.5029
H -3.0297 9.3286 12.2759
H 1.7966 10.3426 7.9996
H 2.1574 9.4618 9.4791
H 2.7658 11.0398 9.2804
*
```

Calculated values
HOMO (alpha / beta) = -5.159 / -5.157 eV
Energy above the lowest of the compared OMol25 structures with the same formula, charge and spin = 0.0995 eV
Molar mass = 397.97 g/mol
Lowest unoccupied orbital energy (alpha / beta) = -0.225 / -0.788 eV
Max |F| = 5.1 eV Å⁻¹

---

ORCA calculation (ωB97M-V with the def2-TZVPD basis set) on 6 unconnected molecules or ions with the total composition C18H36O18.

```
! RIJCOSX wB97M-V def2-TZVPD def2/J DEFGRID3
* xyz 1 2
C 4.8460 3.5165 0.2813
O 5.6311 3.0380 -0.8159
C 5.0562 2.3243 -1.8409
O 3.9327 1.8808 -1.8947
O 5.9551 2.1967 -2.8363
C 5.5101 1.5233 -3.9960
H 5.3077 3.9897 1.1480
H 4.3774 2.6976 0.8270
H 4.0226 4.0607 -0.1812
H 6.3226 1.6156 -4.7167
H 4.5898 1.9551 -4.3896
H 5.4363 0.4659 -3.7420
C 0.3677 7.1745 4.8365
O -0.3310 6.6304 3.7534
C -0.3385 5.2961 3.5934
O 0.4506 4.5025 4.1951
O -1.2083 4.9671 2.6021
C -1.3732 3.5810 2.2454
H 1.4516 7.0686 4.8814
H -0.1150 6.8356 5.7531
H 0.3226 8.2481 4.6538
H -0.5248 3.1800 1.6907
H -2.2927 3.5728 1.6602
H -1.5420 2.9474 3.1161
C 3.1877 -1.3005 4.7138
O 2.3470 -2.2295 4.1024
C 2.6429 -2.6264 2.8560
O 3.4756 -2.1137 2.0459
O 1.6713 -3.4153 2.5935
C 1.5704 -4.2173 1.4574
H 3.3058 -1.5473 5.7689
H 2.5828 -0.3963 4.7825
H 4.1933 -1.1156 4.3363
H 0.7993 -4.9857 1.4015
H 2.5038 -4.7791 1.4241
H 1.4539 -3.6664 0.5241
C -0.2382 -5.8338 -5.4626
O 0.6294 -5.2050 -4.4556
C 0.3823 -3.9613 -4.0896
O -0.6354 -3.2749 -4.3173
O 1.4188 -3.5597 -3.4636
C 1.4162 -2.2516 -2.8263
H 0.2394 -6.7103 -5.9004
H -0.4784 -5.1949 -6.3124
H -1.2195 -6.1485 -5.1077
H 2.2916 -2.2855 -2.1777
H 0.4560 -2.1773 -2.3159
H 1.5050 -1.3272 -3.3969
C -2.6330 -0.1631 -0.1565
O -1.6548 0.2255 0.7429
C -0.3184 -0.0444 0.7019
O 0.2444 -0.8901 0.0520
O 0.3270 0.8862 1.3990
C 1.7191 0.9870 1.4400
H -3.3536 0.6434 -0.2919
H -3.2821 -0.9220 0.2804
H -2.2278 -0.3268 -1.1551
H 2.1848 0.3816 2.2177
H 1.9604 2.0269 1.6605
H 2.2307 0.6757 0.5293
C -5.5474 -3.0730 -1.3563
O -6.2168 -1.8838 -1.8253
C -7.2582 -1.2820 -1.0555
O -7.7780 -1.8390 -0.0532
O -7.6433 -0.1597 -1.6311
C -8.8005 0.4924 -1.2507
H -6.0669 -3.6924 -0.6252
H -4.5432 -2.9804 -0.9427
H -5.4219 -3.8205 -2.1396
H -9.5837 -0.0093 -1.8190
H -8.7125 1.5426 -1.5290
H -8.9799 0.2795 -0.1969
*
```

Calculated values
HOMO (alpha / beta) = -12.297 / -12.297 eV
Energy above the lowest of the compared OMol25 structures with the same formula, charge and spin = 1.0972 eV
Molar mass = 540.47 g/mol
Lowest unoccupied orbital energy (alpha / beta) = -4.298 / -10.208 eV
Max |F| = 4.7 eV Å⁻¹